a | A cluster of 2 separate species, C6H14N2O2 in total, computed with wB97M-V/def2-TZVPD.

Last column: natural (NBO) charge in e.
Geometry (Å):
C: 2.64 -0.05 1.75  -0.732
C: 0.65 -2.62 -0.26  -0.422
C: 2.49 -0.92 0.44  0.702
O: 3.41 -1.23 -0.25  -0.569
N: 1.18 -1.47 0.51  -0.664
H: 1.81 0.54 2.06  0.211
H: 0.41 -0.94 0.93  0.401
H: -0.34 -2.78 0.23  0.193
H: 2.92 -0.64 2.57  0.239
H: 3.20 0.87 1.44  0.229
H: 0.29 -2.51 -1.30  0.198
H: 1.19 -3.52 -0.07  0.214
C: -1.70 2.82 0.32  -0.448
C: -1.56 -0.44 -1.64  -0.711
C: -2.04 0.83 -1.05  0.698
O: -3.10 1.30 -1.29  -0.573
N: -1.12 1.59 -0.13  -0.695
H: -0.13 1.42 -0.10  0.397
H: -2.45 3.31 -0.35  0.229
H: -2.27 -0.62 -2.57  0.252
H: -2.31 2.88 1.30  0.191
H: -1.00 3.68 0.34  0.204
H: -0.47 -0.31 -1.88  0.231
H: -1.71 -1.20 -1.01  0.225

Results
Kohn-Sham gap in eV: 10.21
SMILES: CNC(C)=O.CNC(C)=O
E_HOMO in eV: -9.7

b | A cluster of 2 separate species, C6H14N2O2 in total, computed with wB97M-V/def2-TZVPD.

Last column: natural (NBO) charge in e.
Geometry (Å):
C: 1.62 -0.18 0.28  -0.309
C: 2.79 0.69 0.75  -0.607
C: 1.97 -0.88 -1.03  -0.616
C: -2.52 -0.92 -0.09  0.775
N: -3.72 -1.51 -0.44  -0.838
O: -2.14 -0.95 1.07  -0.635
H: 1.39 -0.91 1.05  0.212
H: -3.93 -1.64 -1.42  0.390
H: -4.12 -2.12 0.25  0.400
H: 3.70 0.10 0.86  0.213
H: 2.11 -0.15 -1.83  0.221
H: 3.00 1.47 0.02  0.210
H: 2.58 1.17 1.70  0.210
H: 2.92 -1.42 -0.94  0.208
H: 1.20 -1.59 -1.32  0.206
C: -0.20 1.43 1.29  -0.761
C: 0.36 0.86 0.03  0.664
N: -2.10 0.02 -1.02  -0.906
O: 0.23 1.34 -1.08  -0.599
H: -1.17 0.04 -1.41  0.419
H: -2.77 0.53 -1.58  0.394
H: -0.25 2.52 1.24  0.236
H: 0.30 1.09 2.19  0.224
H: -1.22 1.04 1.44  0.289

Results
Kohn-Sham gap in eV: 10.06
SMILES: CC(=O)C(C)C.NC(N)=O
E_HOMO in eV: -9.2

In terms of stability, b leads; the second structure lies 146.9 kJ/mol higher.

a | The molecule C6H14N2O2, computed with wB97M-V/def2-TZVPD.

Last column: natural (NBO) charge in e.
Geometry (Å):
C: 1.33 0.63 0.17  -0.176
C: 1.55 -0.84 0.06  0.758
C: -0.13 0.98 -0.39  -0.435
C: -1.09 1.26 0.83  -0.407
C: -2.01 -0.08 1.17  -0.398
C: -2.42 -0.88 -0.09  -0.262
H: 2.63 2.29 -0.07  0.393
H: 2.61 1.25 -1.46  0.395
H: 1.32 0.74 1.28  0.222
H: 0.08 1.99 -0.86  0.205
H: -0.32 0.23 -1.22  0.248
H: -0.47 1.48 1.71  0.200
H: -1.70 2.23 0.61  0.206
H: -2.93 0.24 1.65  0.204
H: -1.37 -0.62 1.84  0.209
H: -3.12 -1.70 0.15  0.191
H: -1.44 -1.42 -0.29  0.221
H: -2.80 -0.35 -2.04  0.355
H: -2.61 0.95 -1.11  0.351
H: 3.24 -0.27 0.20  0.504
N: 2.45 1.35 -0.43  -0.884
N: -3.01 0.03 -1.12  -0.840
O: 0.65 -1.67 -0.09  -0.614
O: 2.78 -1.21 0.10  -0.647

Results
Kohn-Sham gap in eV: 9.37
SMILES: NCCCC[C@H](N)C(=O)O
E_HOMO in eV: -8.9

b | A cluster of 2 separate species, C6H14N2O2 in total, computed with wB97M-V/def2-TZVPD.

Last column: natural (NBO) charge in e.
Geometry (Å):
C: 0.81 -2.13 -1.29  -0.711
C: -1.69 0.54 -2.22  -0.416
C: -0.50 -1.49 -1.69  0.669
O: -1.50 -2.13 -1.96  -0.635
N: -0.49 -0.13 -1.76  -0.619
H: 0.82 -2.43 -0.25  0.230
H: 0.35 0.39 -1.60  0.410
H: -1.90 0.29 -3.26  0.201
H: 0.84 -3.06 -1.87  0.242
H: 1.65 -1.51 -1.58  0.214
H: -2.56 0.19 -1.66  0.212
H: -1.56 1.62 -2.10  0.205
C: 1.97 -0.35 1.83  -0.415
C: -1.10 1.88 1.72  -0.715
C: 0.31 1.44 1.41  0.677
O: 1.04 2.03 0.62  -0.639
N: 0.71 0.32 2.05  -0.618
H: 0.18 0.00 2.85  0.394
H: 2.81 0.34 1.76  0.216
H: -1.47 2.49 0.91  0.241
H: 2.21 -0.97 2.69  0.204
H: 1.91 -0.95 0.94  0.198
H: -1.78 1.06 1.88  0.223
H: -1.05 2.55 2.59  0.235

Results
Kohn-Sham gap in eV: 10.25
SMILES: CNC(C)=O.CNC(C)=O
E_HOMO in eV: -9.5

c | A cluster of 2 separate species, C6H14N2O2 in total, computed with wB97M-V/def2-TZVPD.

Last column: natural (NBO) charge in e.
Geometry (Å):
C: -1.33 -2.69 -1.46  -0.723
C: -2.56 0.04 0.85  -0.426
C: -2.01 -1.40 -1.06  0.673
O: -2.38 -0.57 -1.86  -0.609
N: -2.10 -1.20 0.29  -0.629
H: -1.10 -2.62 -2.51  0.245
H: -1.89 -1.97 0.91  0.390
H: -2.49 0.83 0.12  0.233
H: -0.37 -2.75 -0.97  0.221
H: -1.89 -3.62 -1.32  0.235
H: -3.60 0.05 1.18  0.195
H: -1.94 0.38 1.69  0.194
C: 3.43 0.11 0.44  -0.410
C: 0.52 2.49 0.35  -0.720
C: 1.88 1.93 0.04  0.671
O: 2.73 2.50 -0.62  -0.607
N: 2.11 0.70 0.58  -0.631
H: 1.34 0.13 0.90  0.393
H: 3.72 0.01 -0.60  0.206
H: 0.25 2.48 1.40  0.223
H: 4.15 0.69 0.99  0.206
H: 3.41 -0.91 0.78  0.196
H: 0.33 3.51 0.03  0.242
H: -0.21 1.88 -0.17  0.230

Results
Kohn-Sham gap in eV: 10.12
SMILES: CNC(C)=O.CNC(C)=O
E_HOMO in eV: -9.7

In terms of stability, b leads; the second structure lies 27.0 kJ/mol higher.

a | A structure of composition C2H9N5O, computed with wB97M-V/def2-TZVPD.

Last column: natural (NBO) charge in e.
Geometry (Å):
C: -1.91 -0.09 -0.90  -0.415
N: 0.93 -0.39 -0.47  -0.146
N: -1.14 0.48 0.19  -0.274
C: 0.19 0.35 0.45  0.721
N: 0.62 -1.63 -0.78  -0.585
N: 2.61 -0.53 0.36  -0.859
N: -1.85 1.43 0.96  -0.635
O: 0.70 0.92 1.41  -0.694
H: 2.53 -1.58 0.47  0.404
H: 0.99 -1.81 -1.72  0.303
H: 2.41 0.06 1.17  0.432
H: 3.37 -0.20 -0.22  0.391
H: -1.51 1.34 1.91  0.376
H: -1.60 2.37 0.65  0.346
H: -2.83 -0.50 -0.49  0.209
H: -1.34 -0.89 -1.36  0.242
H: -2.17 0.68 -1.63  0.183

Results
Kohn-Sham gap in eV: 9.04
E_HOMO in eV: -8.2

b | A structure of composition C2H9N5O, computed with wB97M-V/def2-TZVPD.

Last column: natural (NBO) charge in e.
Geometry (Å):
C: 1.90 -1.13 0.35  -0.473
C: -0.99 0.15 -0.09  0.471
H: 3.06 -0.35 -0.26  0.194
H: 1.51 -0.27 1.41  0.202
H: 2.54 -2.27 0.68  0.234
H: 0.87 -0.59 -1.16  0.367
H: -1.38 -1.73 -0.30  0.433
H: -1.11 2.00 -1.00  0.408
H: 1.56 1.80 0.13  0.347
H: 0.49 2.36 1.20  0.342
H: -3.84 -0.75 -0.15  0.482
N: 0.77 -1.50 -0.57  -0.471
N: -0.53 -1.17 -0.07  -0.495
N: -0.28 1.38 -0.63  -0.530
N: 0.65 2.35 0.14  -0.630
N: -2.23 0.48 0.12  -0.229
O: -2.99 -0.76 0.22  -0.653

Results
Kohn-Sham gap in eV: 9.57
E_HOMO in eV: -9.0

In terms of stability, a leads; the second structure lies 494.8 kJ/mol higher.

a | The molecule C4H6N2OS, computed with wB97M-V/def2-TZVPD.

Last column: natural (NBO) charge in e.
Geometry (Å):
C: -1.40 1.59 -0.16  -0.671
C: -0.25 0.56 -0.03  0.218
C: 1.19 0.68 0.08  -0.402
C: 1.68 -0.63 0.03  0.440
H: -1.97 1.51 -1.09  0.242
H: -0.91 2.57 0.16  0.243
H: -2.22 1.31 0.53  0.236
H: 1.94 1.53 -0.05  0.249
H: 2.94 -1.99 -0.35  0.500
H: -2.13 -1.91 1.24  0.119
N: 0.70 -1.57 -0.04  -0.361
N: -0.51 -0.86 0.00  -0.383
O: 2.90 -1.08 -0.16  -0.664
S: -1.96 -1.70 -0.15  0.235

Results
Kohn-Sham gap in eV: 9.35
SMILES: Cc1cc(O)nn1S
E_HOMO in eV: -8.7

b | The molecule C4H6N2OS, computed with wB97M-V/def2-TZVPD.

Last column: natural (NBO) charge in e.
Geometry (Å):
C: 0.11 0.75 0.00  0.530
C: -0.12 -0.67 -0.02  -0.418
C: 1.03 -1.58 0.06  0.427
C: -1.40 -1.28 -0.05  -0.223
H: -0.80 2.56 -0.03  0.388
H: -1.80 1.21 0.08  0.419
H: 1.53 2.25 0.16  0.400
H: 2.12 0.70 -0.25  0.405
H: 2.07 -1.07 0.21  0.068
H: -1.24 -2.34 -0.08  0.224
N: -0.91 1.61 0.13  -0.757
N: 1.33 1.30 -0.17  -0.777
O: 0.97 -2.78 0.00  -0.551
S: -2.92 -0.65 -0.04  -0.135

Results
Kohn-Sham gap in eV: 8.48
SMILES: NC(N)=C(C=O)C=S
E_HOMO in eV: -8.3

c | The molecule C4H6N2OS, computed with wB97M-V/def2-TZVPD.

Last column: natural (NBO) charge in e.
Geometry (Å):
C: -2.73 -0.44 -0.11  -0.436
C: -1.43 -0.33 0.18  -0.034
C: 0.69 0.90 -0.04  0.290
C: 2.72 -0.44 0.06  0.543
H: -3.27 0.38 -0.58  0.201
H: -3.28 -1.36 0.18  0.221
H: -0.95 -1.15 0.69  0.198
H: -1.12 1.66 -0.18  0.423
H: 0.86 -1.12 -0.27  0.412
H: 3.18 0.51 0.29  0.159
N: -0.67 0.79 -0.03  -0.589
N: 1.36 -0.28 -0.09  -0.644
O: 3.25 -1.53 -0.09  -0.548
S: 1.40 2.40 0.00  -0.198

Results
Kohn-Sham gap in eV: 8.85
SMILES: C=CNC(=S)NC=O
E_HOMO in eV: -8.9

In terms of stability, c leads; the second structure lies 8.3 kJ/mol higher.